1.
19
Properties=species:S:1:pos:R:3:forces:R:3 method="wB97M-V/def2-TZVPD" e_tot_ev=-7451.6427 e_lumo_ev=1.11 smiles="C=C(C)C/C=C/C" homo_lumo_gap_ev=10.02 spin_multiplicity=1 e_above_lowest_kj_mol=172.6
C 0.116351 1.681911 1.449261 0.3242 0.8708 -1.5059
C 0.760997 1.317821 0.329707 -0.8965 -2.0949 1.5376
C 2.105627 0.643029 0.470763 0.5198 0.4537 0.3769
C -0.017599 0.946869 -0.935051 1.4300 -0.1134 0.3631
C -0.229283 -0.549775 -0.919720 -0.1083 0.2837 0.3051
C -1.329075 -1.108009 -0.442767 -0.4074 -0.6051 -0.4088
C -1.444409 -2.554026 -0.070819 0.4010 -0.2937 -0.5822
H 0.536873 1.500578 2.425333 0.0782 0.5457 0.2047
H -0.768275 2.285017 1.275920 -0.4595 -0.4649 0.6681
H 2.801510 1.286441 1.015411 0.0185 0.2702 -0.3321
H 2.084208 -0.224845 1.128236 -0.3562 -0.3963 -0.3105
H 2.556265 0.382330 -0.484156 0.0378 -0.1140 -0.0208
H 0.746439 1.144593 -1.690499 -0.9635 0.5605 -0.9510
H -1.004532 1.406583 -0.941924 0.2988 0.5405 -0.5264
H 0.585197 -1.192022 -1.233438 0.2612 0.0125 0.3096
H -2.258590 -0.554585 -0.347209 0.2363 0.4522 0.4813
H -0.673660 -3.161607 -0.555752 0.0543 0.1439 -0.0232
H -2.399972 -2.986444 -0.368993 -0.0873 0.0378 0.3226
H -1.261273 -2.659513 0.999356 -0.3815 -0.0891 0.0921

2.
14
Properties=species:S:1:pos:R:3:forces:R:3 method="wB97M-V/def2-TZVPD" e_tot_ev=-26847.0453 s_squared=2.0095 e_lumo_ev="0.73 / -1.80" homo_lumo_gap_ev="5.26 / 6.98" spin_multiplicity=3 e_above_lowest_kj_mol=169.2
C 1.712933 0.392878 0.109137 5.8800 -0.3068 1.8013
C -0.332510 0.464654 -0.149369 -4.4911 0.5973 -0.1525
N -2.099641 -0.970395 -0.892455 -0.9806 -1.6763 -0.5208
N -0.821133 -0.874109 -0.419687 2.4910 2.8701 -0.6178
S 2.225872 -1.194549 -0.387633 -0.1266 -0.1745 1.0855
S -0.859504 1.292504 1.443198 0.0711 -0.5577 -1.1254
H 2.269377 1.111173 -0.504445 -0.4669 0.1394 0.1398
H 1.809142 0.591681 1.226348 -0.3865 -0.2667 -1.7223
H -0.211817 1.176877 -1.007450 -0.2519 -0.9605 0.8802
H -2.644766 -0.580762 -0.191008 -2.2075 1.1833 0.5732
H -2.271127 -0.674000 -1.831021 0.2395 0.3752 -0.1901
H -0.788491 -1.387266 0.416390 0.3537 -1.1049 1.0693
H 2.260636 -1.857490 0.831655 -0.0662 0.5254 -0.8794
H -0.248967 2.508800 1.356342 -0.0578 -0.6433 -0.3411

3.
53
Properties=species:S:1:pos:R:3:forces:R:3 method="wB97M-V/def2-TZVPD" e_tot_ev=-34842.7900 e_lumo_ev=0.68 smiles="COC(=O)NC[C@H](c1ccc2c(c1)OCO2)N1CCN(c2ccccc2)CC1" homo_lumo_gap_ev=8.12 spin_multiplicity=1 e_above_lowest_kj_mol=291.0
C 3.842700 2.450030 -0.004451 0.2452 -0.0927 0.3252
O 2.618624 2.538778 -0.719778 -0.3270 0.0156 -0.1784
C 1.479380 2.414400 -0.003229 0.1765 0.2266 -0.3781
O 1.425760 2.213089 1.184429 0.0047 -0.1319 0.4429
N 0.408570 2.620412 -0.809179 -0.0936 0.1340 -0.2905
C -0.921805 2.247179 -0.399420 -0.0135 -0.1777 -0.1362
C -1.329068 0.892172 -1.010511 0.0771 0.1528 0.1220
C -2.760455 0.499237 -0.696948 0.0354 -0.0315 -0.2351
C -3.479889 -0.213484 -1.647462 0.1345 0.1181 0.0524
C -4.769283 -0.684369 -1.413638 -0.3301 -0.0547 0.2570
C -5.315766 -0.416201 -0.183344 0.4136 0.3019 0.2790
C -4.605742 0.301157 0.779604 -0.1881 -0.2614 -0.4342
C -3.334402 0.766715 0.551979 -0.3422 -0.0150 0.0819
O -5.375334 0.433387 1.905117 0.4694 0.1638 -0.0932
C -6.594133 -0.218145 1.619625 -0.9997 -0.0946 0.7962
O -6.547444 -0.750623 0.313055 0.2031 -0.1036 -0.4496
N -0.350616 -0.120663 -0.643164 0.1033 -0.0060 -0.1789
C -0.271447 -1.265528 -1.521929 0.1277 -0.1182 0.0658
C 1.137220 -1.871274 -1.391440 -0.0916 -0.2166 -0.2913
N 1.573822 -1.861382 -0.010193 -0.1358 0.0473 0.0017
C 2.839043 -1.421408 0.319583 0.2287 -0.1182 0.0726
C 3.129767 -0.796367 1.537229 -0.1540 0.0014 0.0460
C 4.424627 -0.442150 1.860044 0.1215 -0.0384 -0.0122
C 5.469129 -0.681879 0.983102 0.1539 0.0391 0.0799
C 5.195207 -1.292352 -0.229196 0.0483 0.0601 -0.0020
C 3.906239 -1.663437 -0.555978 -0.0404 0.0508 -0.1408
C 0.472538 -1.809532 0.914131 -0.1643 0.1183 0.0630
C -0.330931 -0.509494 0.761111 0.0932 0.0176 0.2576
H 3.639975 2.361093 1.063720 0.1007 0.0119 -0.1324
H 4.386859 1.569054 -0.346194 -0.0454 0.0486 0.0167
H 4.420665 3.351961 -0.207406 -0.0333 -0.0371 -0.0176
H 0.602252 2.654250 -1.798325 0.0648 -0.0027 0.0919
H -1.632658 3.013816 -0.720782 -0.0108 -0.0715 0.1268
H -0.903469 2.206097 0.688665 -0.1146 0.0561 -0.0237
H -1.245883 1.002337 -2.100479 -0.0501 -0.0105 0.1001
H -3.030552 -0.409791 -2.609394 0.0891 -0.0004 -0.1101
H -5.316403 -1.232405 -2.161866 -0.0818 -0.0773 -0.1092
H -2.818361 1.324463 1.313627 0.1117 0.0895 0.1450
H -6.755919 -1.032414 2.344054 0.1125 0.1585 -0.1982
H -7.424197 0.502808 1.694134 0.2341 -0.1243 -0.0773
H -0.411521 -0.938398 -2.554520 -0.0327 -0.0459 0.0265
H -1.045823 -2.020692 -1.305763 0.0210 0.0360 -0.0910
H 1.132238 -2.896643 -1.789636 0.0250 0.0950 -0.1074
H 1.828517 -1.269404 -1.985878 -0.0528 -0.0400 0.0290
H 2.343441 -0.556312 2.233624 -0.1204 0.0353 0.0440
H 4.617253 0.040986 2.807256 -0.0082 0.0482 0.0774
H 6.478658 -0.398258 1.239586 0.0830 0.0183 0.0267
H 5.996522 -1.493783 -0.926430 0.0451 -0.0292 -0.0482
H 3.729588 -2.170049 -1.492621 -0.0391 -0.0624 -0.0584
H -0.170820 -2.672128 0.701911 0.0422 0.0735 0.1167
H 0.832586 -1.918569 1.935934 -0.0773 -0.0457 -0.0387
H 0.154493 0.291951 1.323335 -0.1146 -0.0600 0.0856
H -1.343742 -0.668216 1.164324 0.0958 -0.0505 0.0031

4.
27
Properties=species:S:1:pos:R:3:forces:R:3 method="wB97M-V/def2-TZVPD" total_charge=+1 e_tot_ev=-14143.6723 e_lumo_ev=-4.84 homo_lumo_gap_ev=6.03 spin_multiplicity=1 e_above_lowest_kj_mol=1049.1
C -1.668933 0.376466 1.867656 -1.2417 -3.9887 -4.3441
C 2.286814 -1.112193 -1.747354 -1.0511 -0.4663 -1.0355
C 1.364066 -0.431153 -2.306713 4.9558 -0.9227 -1.0882
C 2.947935 -0.538817 -0.631839 -0.6723 1.5849 0.0305
C 3.749080 -0.914157 0.316005 -0.2330 -0.5570 2.5896
C -3.034515 0.025173 1.458975 -2.4757 -1.6868 0.8700
C 0.058633 -0.038881 -2.086695 -2.0561 0.8053 0.3227
C -2.344609 -0.861196 0.391340 -3.7452 -4.3264 2.4924
C 1.972002 0.500649 -1.026874 2.5404 -0.4621 -1.2591
C 0.541892 0.534012 -0.713232 -2.5980 -1.3580 2.6890
C 0.156649 1.948652 -0.389910 0.0506 0.0999 2.3036
C 0.175346 -0.409856 0.478839 2.7637 -1.1820 0.5098
N -1.173036 -0.412180 0.911871 3.3188 3.8879 3.3942
H -1.149973 0.737494 2.640350 1.8501 1.9501 2.7530
H 3.757903 -0.455639 1.317125 0.4317 0.5745 -0.9064
H 4.078670 -1.919873 0.380395 0.6488 -0.7445 -0.5209
H -3.668720 -0.611476 2.169667 1.0577 1.0498 -0.5342
H -3.710164 0.760780 1.084229 -0.1684 0.8859 -0.2757
H -0.273096 0.800990 -2.617937 -0.6361 0.9029 -1.3527
H -0.527388 -0.924470 -2.263713 -1.1471 -0.0392 0.6359
H -2.608565 -2.026281 0.691698 1.0251 2.7454 -1.0275
H -2.469548 -0.717828 -0.607017 -0.5815 0.4800 -2.8596
H 0.710363 2.491967 0.442816 -0.3485 -1.3481 -0.6306
H -0.884339 2.075981 -0.187408 -0.9521 -0.0047 0.1210
H 0.382874 2.551165 -1.182770 0.4989 1.5233 -2.4131
H 0.834425 0.074249 1.267036 -1.0218 -1.0131 -0.2953
H 0.496236 -1.503581 0.343461 -0.2131 1.6095 -0.1689

5.
14
Properties=species:S:1:pos:R:3:forces:R:3 method="wB97M-V/def2-TZVPD" e_tot_ev=-7360.6198 e_lumo_ev=0.99 smiles="C/C=C/C=C/O" homo_lumo_gap_ev=9.39 spin_multiplicity=1 e_above_lowest_kj_mol=157.8
C 0.534711 -2.282811 1.855290 0.4587 0.0180 -0.4228
C 0.419760 -0.990271 1.088856 0.0373 -0.4455 0.4309
C 0.049782 -0.947235 -0.185042 0.0908 0.6179 -0.2662
C -0.205368 0.266320 -0.992233 0.4217 -0.7542 0.3125
C -0.231563 1.501119 -0.522996 -0.1380 0.9132 -0.9600
O -0.486616 2.588767 -1.364080 -0.6664 -0.1776 0.0903
H -0.405015 -2.576739 2.307807 -0.2724 0.0326 0.1282
H 0.826135 -3.068713 1.158037 -0.0411 -0.1746 0.0973
H 1.280945 -2.247413 2.650098 0.0057 0.1048 -0.0624
H 0.652259 -0.091717 1.646688 -0.2135 0.2006 -0.0560
H -0.063655 -1.873072 -0.730753 -0.1636 -0.2377 0.0577
H -0.324980 0.101142 -2.062923 -0.2119 0.2125 0.2095
H 0.003298 1.845596 0.469647 -0.0235 -0.3349 0.3606
H -1.415809 2.533046 -1.656993 0.7163 0.0249 0.0802

6.
62
Properties=species:S:1:pos:R:3:forces:R:3 method="wB97M-V/def2-TZVPD" total_charge=+1 e_tot_ev=-97415.3984 e_lumo_ev="-5.96 / -5.96" homo_lumo_gap_ev="5.01 / 5.01" spin_multiplicity=1 e_above_lowest_kj_mol=178.9
Ir 0.203766 -0.092750 0.063561 -0.1753 -0.9879 -1.0748
C 4.402983 -0.464695 0.637725 -0.0362 0.0740 0.0580
C 3.240825 -0.865310 0.011291 -0.1166 0.0118 -0.2605
N 2.206338 -0.141289 0.480204 0.3638 -0.0567 0.0272
N 2.701341 0.735866 1.381143 -0.2364 0.0261 0.2794
C 4.012232 0.549931 1.496558 0.0882 0.0765 -0.0183
B 1.791860 1.848408 1.985297 0.0381 0.0046 -0.1427
N 0.651853 1.144489 2.715473 0.0084 -0.1235 -0.0913
C 0.248308 1.197406 3.989215 0.0140 0.0395 -0.0707
C -0.776499 0.290059 4.169517 -0.0584 0.0097 -0.0526
C -0.960186 -0.301664 2.925996 -0.0396 0.0592 0.0460
N -0.087188 0.217492 2.063123 0.1440 0.0806 0.0023
N 1.252648 2.569382 0.728814 -0.1651 -0.1800 0.1611
C 1.227226 3.838730 0.340193 0.0488 -0.0357 -0.0398
C 0.621985 3.920229 -0.909317 -0.0404 -0.0460 0.0281
C 0.278447 2.624754 -1.232125 0.1214 0.0103 -0.1402
N 0.682739 1.812902 -0.239767 0.0512 0.1738 0.4037
H 5.391958 -0.851866 0.479768 0.0411 -0.0136 -0.0131
H 3.117453 -1.606295 -0.757962 -0.0455 -0.0053 0.0185
H 4.582697 1.169988 2.166812 0.0186 -0.0052 0.0247
H 2.391277 2.582913 2.699263 0.0854 0.0126 0.0142
H 0.713839 1.884961 4.673177 0.0113 0.0271 0.0432
H -1.339487 0.106268 5.065427 -0.0103 -0.0161 0.0298
H -1.665886 -1.043626 2.603265 -0.0310 -0.0213 0.0168
H 1.649823 4.604170 0.967771 -0.0034 0.0381 0.0245
H 0.432028 4.804599 -1.487835 -0.0039 0.0275 -0.0266
H -0.234603 2.225152 -2.087579 -0.0319 -0.0078 -0.0377
O 0.633114 -4.067679 -3.794362 0.0702 -0.1341 0.3023
C 0.485132 -2.925410 -4.470653 -0.0298 0.3632 -0.2164
C 0.342514 -3.036714 -5.859734 0.0220 0.0501 0.2387
C 0.190580 -1.912021 -6.632459 -0.0005 0.1854 0.0068
C 0.170964 -0.634493 -6.055603 0.0019 -0.1298 -0.1397
C 0.292607 -0.512737 -4.696763 0.0133 -0.1353 0.1349
C 0.453827 -1.644807 -3.873350 -0.1069 -0.0520 -0.4579
C 0.535341 -1.451731 -2.440545 0.4588 -1.5861 0.3686
O 0.320462 -0.284843 -1.947469 -0.1560 1.0583 0.3983
N 0.825313 -2.480253 -1.651066 -0.3418 0.8928 -1.1808
N 0.910391 -2.132815 -0.352620 -0.0740 -0.3827 1.0013
C 1.007895 -3.116404 0.507500 0.0835 0.8957 -0.2221
S 1.112745 -4.748691 -0.032782 0.0811 -0.0190 -0.1285
C 0.958275 -5.459189 1.630485 0.0222 0.0146 0.0292
C 1.581291 -4.503824 2.629635 0.0306 -0.0317 0.0491
S 1.081341 -2.811688 2.194478 -0.1259 -0.0812 0.3125
H 0.736485 -3.865310 -2.845659 -0.0420 -0.0643 -0.0814
H 0.355152 -4.025895 -6.294049 0.0096 -0.0277 0.0021
H 0.085463 -2.018399 -7.703629 -0.0044 0.0108 -0.0226
H 0.056767 0.241758 -6.676744 -0.0099 0.0132 -0.0042
H 0.271270 0.461361 -4.230334 -0.0151 0.0242 0.0063
H 1.481485 -6.414094 1.622428 -0.0202 -0.0071 0.0112
H -0.097195 -5.629920 1.837861 0.0089 0.0303 -0.0212
H 2.668729 -4.565066 2.635857 -0.0193 0.0162 -0.0481
H 1.205682 -4.693024 3.634243 0.0438 -0.0031 0.0039
S -3.598208 -1.984634 -1.063330 0.0509 0.0496 0.1246
C -2.265619 -1.658043 -0.320178 -0.1790 -0.0568 -0.6702
N -1.230828 -1.506710 0.271032 -0.1051 0.2085 1.1344
F -1.627471 0.894981 -0.296386 0.1979 -0.3647 -0.1742
Sb -3.082929 2.122909 0.527864 -0.1797 0.3280 0.1925
F -3.336776 0.759341 1.797253 0.0977 0.0142 -0.1062
F -4.276262 1.263122 -0.616780 0.1062 0.0016 -0.0249
F -4.311935 3.293767 1.286070 0.0738 -0.0778 -0.0224
F -2.577548 3.287815 -0.855712 0.0222 -0.1007 0.0603
F -1.624523 2.756054 1.553186 -0.0254 -0.0747 -0.0655

7.
23
Properties=species:S:1:pos:R:3:forces:R:3 method="wB97M-V/def2-TZVPD" total_charge=+1 e_tot_ev=-10907.9608 e_lumo_ev="-4.06 / -3.84" homo_lumo_gap_ev="8.24 / 8.62" spin_multiplicity=1 e_above_lowest_kj_mol=499.2
C 0.254357 2.406123 -0.154620 -2.7839 3.1632 1.6792
C -0.879110 1.720871 0.753458 -1.2266 -0.9483 -1.7245
C -0.799442 0.268314 0.476447 1.9889 -0.7580 -0.2825
C 2.284507 -1.688140 0.015240 0.0242 0.9562 2.2459
C -2.635846 -1.083273 -0.440256 0.7810 -2.7670 -1.3962
C 2.272777 -0.143410 0.279262 1.2007 -1.7442 -0.2471
N 1.170102 1.743792 -0.612085 2.1777 0.5544 -0.1408
N 1.279686 0.505432 -0.524674 -2.3069 -2.9442 -0.0125
N -1.394537 -0.300691 -0.718943 -0.6716 0.9825 -0.7257
H 0.171748 3.491426 -0.310121 0.1121 -0.6046 -0.1211
H -0.733426 1.755174 1.802559 0.5586 0.8880 1.0293
H -1.901225 2.265461 0.537036 1.9357 -1.2043 0.1679
H -0.549619 -0.622435 1.079320 -0.1066 1.3843 0.6291
H 2.780155 -2.203820 0.910470 -0.7254 0.7566 -1.2034
H 1.204668 -1.948214 0.054278 0.8293 -0.5960 -0.6973
H 2.907641 -1.908017 -0.838764 -0.6317 -0.3872 -0.5520
H -3.540106 -0.625952 -0.777409 -0.4656 0.9111 0.7432
H -2.679134 -2.082345 -1.021410 0.6704 1.5946 0.6344
H -2.413741 -1.365217 0.574509 -1.3876 -0.0019 0.5854
H 2.126620 -0.033780 1.325469 -0.5235 0.6559 1.0556
H 3.268810 0.225207 0.104008 0.3507 0.5960 -0.4079
H -1.481912 0.487338 -1.336889 -0.7164 0.3137 -0.8271
H -0.712970 -0.863847 -1.176890 0.9163 -0.8007 -0.4322